[1]
Here is a molecular structure, C35H34ClNOSi2Tl from OMol25. Energies are from wB97M-V/def2-TZVPD.

The geometry in XYZ format:
```
75
Properties=species:S:1:pos:R:3
C -2.138 -1.312 4.688
C -3.039 -1.438 3.598
C -2.283 -1.845 2.460
H -4.122 -1.313 3.623
C -0.907 -1.896 2.846
C -0.829 -1.593 4.221
H 0.079 -1.648 4.816
H -2.407 -1.096 5.718
H -2.701 -2.118 1.495
H -0.072 -2.193 2.214
Tl -1.948 0.950 1.921
Si 2.236 -0.112 -0.997
C 1.700 1.690 -1.146
C 2.313 2.793 -1.797
H 3.277 2.650 -2.297
C 1.698 4.068 -1.828
H 2.187 4.921 -2.310
C 0.381 4.245 -1.377
H -0.179 5.174 -1.527
C -0.260 3.132 -0.836
H -1.344 3.124 -0.719
C 0.449 1.954 -0.572
H -0.057 1.143 -0.034
C 0.843 -1.342 -0.461
C -0.674 -1.305 -0.434
H -1.068 -0.826 0.487
C -1.418 -2.607 -0.607
H -2.481 -2.581 -0.920
C -0.785 -3.772 -0.268
H -1.286 -4.727 -0.447
C 0.541 -3.711 0.199
H 0.998 -4.639 0.542
C 1.337 -2.554 0.038
H 2.421 -2.662 0.164
H 2.794 -0.114 0.619
Si -1.386 -0.558 -2.128
C -0.688 -1.687 -3.493
C -1.354 -1.719 -4.737
H -2.228 -1.089 -4.894
C -0.907 -2.528 -5.792
H -1.464 -2.578 -6.723
C 0.269 -3.276 -5.694
H 0.623 -3.904 -6.520
C 0.959 -3.210 -4.489
H 1.885 -3.768 -4.377
C 0.480 -2.464 -3.407
H 1.059 -2.497 -2.488
C -1.188 1.072 -3.085
C -2.348 1.870 -3.069
H -3.190 1.534 -2.457
C -2.431 3.043 -3.824
H -3.373 3.595 -3.824
C -1.330 3.473 -4.567
H -1.389 4.407 -5.122
C -0.184 2.682 -4.618
H 0.645 2.999 -5.249
C -0.103 1.490 -3.892
H 0.819 0.900 -3.952
H 3.386 -0.226 -0.032
Cl 3.319 -0.747 -2.595
O 1.177 0.621 2.661
C 1.914 1.463 3.576
C 1.324 1.251 4.932
C 2.069 0.694 5.990
C 1.439 0.481 7.218
C 0.076 0.784 7.313
C -0.606 1.237 6.162
N 0.025 1.523 5.022
H 1.759 0.384 1.911
H 2.981 1.203 3.618
H 1.790 2.517 3.287
H 3.116 0.466 5.797
H 1.983 0.061 8.067
H -0.487 0.666 8.235
H -1.692 1.391 6.172
```

The value obtained for the HOMO energy (alpha / beta) is -9.119 / -9.141 eV. The total charge is +1. The energy above the lowest of the compared OMol25 structures with the same formula, charge and spin is 6.2959 eV. The value obtained for the LUMO energy (alpha / beta) is -0.1861 / -0.1891 hartree. The gap between HOMO and LUMO (alpha / beta) comes out at 4.05 / 4.00 eV.

***

[2]
Here is a molecular structure, C35H34I2N9OPRu from OMol25. Energies are from wB97M-V/def2-TZVPD.

The geometry in XYZ format:
```
83
Properties=species:S:1:pos:R:3
Ru 0.177 -0.165 -0.013
C -5.165 -0.107 4.273
C -4.309 -0.111 3.044
C -4.548 0.778 1.993
C -3.758 0.779 0.871
C -2.669 -0.106 0.732
N -1.835 -0.034 -0.353
C -2.335 0.395 -1.572
C -3.511 -0.183 -2.084
C -4.044 0.217 -3.284
C -3.426 1.214 -4.048
C -4.034 1.670 -5.338
C -2.250 1.772 -3.563
C -1.705 1.392 -2.343
N -0.589 2.121 -1.850
C -0.339 3.434 -2.073
C 0.812 3.764 -1.402
C 1.214 2.580 -0.780
N 0.369 1.594 -1.065
C -2.441 -1.019 1.792
C -3.243 -1.000 2.917
N -1.465 -2.041 1.677
C -1.569 -3.293 2.183
C -0.438 -3.984 1.831
C 0.313 -3.075 1.081
N -0.305 -1.902 1.001
H -6.016 0.560 4.155
H -4.593 0.221 5.144
H -5.535 -1.111 4.487
H -5.354 1.497 2.074
H -3.931 1.503 0.086
H -3.981 -0.973 -1.512
H -4.948 -0.249 -3.657
H -5.063 1.985 -5.160
H -4.065 0.860 -6.067
H -3.489 2.507 -5.769
H -1.745 2.518 -4.162
H -0.993 4.051 -2.664
H 1.294 4.725 -1.363
H 2.057 2.406 -0.133
H -3.040 -1.698 3.721
H -2.440 -3.632 2.718
H -0.199 -5.009 2.053
H 1.268 -3.223 0.607
I -1.899 3.935 3.069
C -0.423 2.591 3.659
C 0.114 2.623 4.930
C 1.122 1.742 5.296
I 1.846 1.858 7.253
C 1.668 0.805 4.362
C 2.715 -0.091 4.638
C 3.168 -0.927 3.648
C 2.575 -0.866 2.386
N 1.584 -0.044 2.098
C 1.127 0.771 3.060
C 0.014 1.636 2.681
O -0.515 1.523 1.559
H -0.253 3.346 5.645
H 3.163 -0.111 5.622
H 3.972 -1.626 3.831
H 2.922 -1.511 1.586
C 4.279 -0.119 -3.450
N 4.730 -0.365 -2.083
C 5.088 -1.772 -1.936
N 3.981 -2.657 -2.287
C 3.546 -2.369 -3.652
N 3.153 -0.972 -3.819
C 1.945 -0.648 -3.099
P 2.137 -0.874 -1.240
C 3.769 0.069 -1.103
C 2.900 -2.600 -1.336
H 5.105 -0.327 -4.129
H 3.997 0.930 -3.557
H 5.396 -1.962 -0.906
H 5.927 -1.992 -2.596
H 2.712 -3.021 -3.915
H 4.376 -2.578 -4.326
H 1.131 -1.289 -3.446
H 1.669 0.392 -3.292
H 4.172 -0.066 -0.095
H 3.561 1.130 -1.250
H 2.113 -3.296 -1.637
H 3.274 -2.897 -0.351
```

As for the multiplicity: 5. The value obtained for the HOMO energy (alpha / beta) is -12.740 / -12.809 eV. The total charge is +2. The value obtained for the LUMO energy (alpha / beta) is -0.1993 / -0.2753 hartree. As for the expectation value of S²: 6.076. The gap between HOMO and LUMO (alpha / beta) comes out at 7.32 / 5.32 eV.

***

[3]
Here is a molecular structure, C35H35BrN5O2PrS2 from OMol25. Energies are from wB97M-V/def2-TZVPD.

The geometry in XYZ format:
```
81
Properties=species:S:1:pos:R:3
Pr -0.752 -0.385 -0.870
C -2.851 -1.017 -2.572
C -3.222 -1.573 -1.297
C -2.387 -2.677 -1.036
C -1.418 -2.755 -2.099
C -1.705 -1.742 -3.028
C -0.833 -1.570 -4.208
C -0.261 -3.763 -2.334
C -2.502 -3.708 0.018
C -4.402 -1.296 -0.338
C -3.667 -0.170 -3.447
H -0.834 -2.333 -4.979
H 0.175 -1.548 -3.898
H -1.103 -0.698 -4.870
H 0.294 -3.349 -3.137
H -0.731 -4.650 -2.734
H 0.337 -4.014 -1.454
H -3.065 -4.593 -0.298
H -3.108 -3.270 0.795
H -1.561 -3.971 0.400
H -4.895 -0.393 -0.704
H -4.008 -1.027 0.675
H -5.114 -2.077 -0.328
H -3.335 -0.286 -4.503
H -3.690 0.893 -3.179
H -4.705 -0.391 -3.394
C 5.865 -1.282 3.358
C 4.374 -1.277 3.009
C 3.950 -1.133 1.687
C 2.615 -1.048 1.385
C 1.687 -1.281 2.446
C 2.126 -1.423 3.776
C 3.438 -1.353 4.047
S -0.032 -1.395 2.121
O 0.088 -2.165 0.824
O -0.687 -2.095 3.233
N -0.631 -0.069 1.610
C -1.809 0.513 2.000
C -2.149 0.796 3.323
C -3.289 1.516 3.582
C -4.071 2.070 2.549
C -3.681 1.708 1.248
N -2.575 0.980 0.983
H 6.466 -0.873 2.557
H 6.192 -2.304 3.552
H 6.010 -0.737 4.225
H 4.707 -1.140 0.884
H 2.161 -1.014 0.336
H 1.328 -1.462 4.526
H 3.882 -1.317 5.047
H -1.618 0.310 4.142
H -3.487 1.708 4.597
H -5.009 2.666 2.725
H -4.151 2.140 0.390
Br 3.014 3.353 5.378
C 2.275 3.032 3.596
C 3.158 2.518 2.607
C 2.668 2.190 1.380
C 1.292 2.281 1.171
C 0.434 2.589 2.178
C 0.922 3.009 3.419
N 0.727 1.924 -0.177
C 1.304 2.602 -1.105
C 0.937 2.415 -2.491
C 1.717 2.977 -3.444
C 1.269 3.137 -4.758
C 0.046 2.549 -4.993
C -0.677 1.916 -4.033
N -0.259 1.805 -2.751
H 4.187 2.395 2.911
H 3.342 1.769 0.640
H -0.673 2.610 2.056
H 0.176 3.261 4.198
H 2.114 3.339 -0.879
H 2.747 3.319 -3.160
H 1.801 3.708 -5.458
H -0.413 2.683 -5.978
H -1.644 1.568 -4.309
S 3.657 0.111 -2.828
C 2.238 -0.612 -2.505
N 1.285 -1.124 -2.005
```

As for the multiplicity: 3. The value obtained for the HOMO energy (alpha / beta) is -7.350 / -7.370 eV. The total charge is 0. The energy above the lowest of the compared OMol25 structures with the same formula, charge and spin is 2.1148 eV. The value obtained for the LUMO energy (alpha / beta) is -0.0330 / -0.0328 hartree. As for the expectation value of S²: 2.003. The gap between HOMO and LUMO (alpha / beta) comes out at 6.45 / 6.48 eV.

***

[4]
Here is a molecular structure, C35H35ClNO5S5ScSiTe from OMol25. Energies are from wB97M-V/def2-TZVPD.

The geometry in XYZ format:
```
85
Properties=species:S:1:pos:R:3
Sc -0.290 0.040 0.455
O 3.529 -0.324 -1.897
C 2.417 -0.505 -1.089
O 1.391 0.257 -1.278
C 2.408 -1.526 -0.135
C 3.424 -2.490 0.107
C 3.281 -3.366 1.145
C 2.158 -3.288 1.987
C 1.211 -2.317 1.714
N 1.313 -1.474 0.691
C -0.026 -2.027 2.577
O -0.262 -2.711 3.563
O -0.703 -1.028 2.155
H 3.338 0.453 -2.438
H 4.276 -2.512 -0.555
H 4.036 -4.121 1.329
H 2.024 -3.950 2.826
S -7.075 -2.921 -0.026
C -5.621 -2.148 -0.067
S -4.254 -2.721 -0.968
C -3.136 -1.427 -0.553
C -3.628 -0.448 0.256
S -2.817 0.963 0.805
S -5.302 -0.668 0.774
S -1.520 -1.527 -1.170
C -1.394 -0.915 -4.493
Te 0.168 0.150 -3.424
C 1.437 -1.675 -3.926
H -1.322 -1.951 -4.182
H -1.270 -0.834 -5.570
H -2.365 -0.530 -4.204
H 1.602 -1.623 -5.002
H 0.934 -2.608 -3.688
H 2.400 -1.664 -3.427
C -0.215 3.080 3.879
C 0.112 4.027 2.724
C -1.195 4.425 2.041
C 0.779 5.279 3.288
Si 1.232 3.033 1.498
O 0.429 1.791 0.960
C 1.961 4.031 0.035
C 1.966 3.402 -1.208
C 2.496 4.006 -2.333
C 3.048 5.272 -2.238
C 3.076 5.910 -1.010
C 2.539 5.292 0.108
C 2.777 2.437 2.453
C 3.873 3.233 2.766
C 4.977 2.711 3.416
C 5.014 1.371 3.755
C 3.931 0.559 3.452
C 2.830 1.096 2.811
H -0.907 3.544 4.583
H 0.690 2.804 4.418
H -0.674 2.171 3.498
H -1.861 4.932 2.744
H -1.709 3.540 1.668
H -1.009 5.095 1.202
H 0.153 5.733 4.060
H 0.932 6.018 2.504
H 1.743 5.037 3.732
H 1.544 2.413 -1.276
H 2.467 3.492 -3.287
H 3.460 5.755 -3.116
H 3.517 6.898 -0.925
H 2.576 5.811 1.056
H 3.868 4.277 2.486
H 5.820 3.350 3.651
H 5.883 0.958 4.252
H 3.950 -0.490 3.709
H 1.981 0.466 2.571
Cl -1.547 2.106 -5.360
C -1.196 3.334 -4.190
C -0.883 4.602 -4.631
C -0.548 5.577 -3.703
C -0.530 5.256 -2.351
C -0.857 3.985 -1.928
C -1.194 2.970 -2.836
C -1.437 1.615 -2.393
H -0.910 4.822 -5.690
H -0.288 6.573 -4.033
H -0.252 6.004 -1.622
H -0.861 3.737 -0.877
H -2.382 1.187 -2.718
H -1.317 1.524 -1.302
```

The value obtained for the HOMO energy (alpha / beta) is -1.514 / -1.301 eV. The total charge is -2. The energy above the lowest of the compared OMol25 structures with the same formula, charge and spin is 1.7573 eV. The value obtained for the LUMO energy (alpha / beta) is 0.1394 / 0.1396 hartree. The gap between HOMO and LUMO (alpha / beta) comes out at 5.31 / 5.10 eV.

***

[5]
Here is a molecular structure, C35H35IrN8O9S3 from OMol25. Energies are from wB97M-V/def2-TZVPD.

The geometry in XYZ format:
```
91
Properties=species:S:1:pos:R:3
Ir 0.182 -0.303 0.653
O 0.905 0.795 2.797
C 2.268 1.084 3.189
C 3.093 -0.179 3.350
C 3.054 -1.078 2.106
C 3.375 -0.293 0.873
C 4.696 -0.022 0.542
C 4.985 0.783 -0.542
C 3.932 1.307 -1.278
C 2.645 0.990 -0.901
N 2.360 0.208 0.151
H 0.508 0.262 3.498
H 2.240 1.661 4.115
H 2.657 1.729 2.400
H 2.753 -0.748 4.218
H 4.121 0.125 3.562
H 2.066 -1.539 2.015
H 3.759 -1.901 2.217
H 5.486 -0.452 1.139
H 6.009 1.000 -0.809
H 4.100 1.943 -2.134
H 1.804 1.370 -1.459
O -3.389 4.718 -4.141
N -2.560 4.812 -3.268
O -2.094 5.846 -2.840
C -1.962 3.545 -2.788
C -1.935 2.533 -3.679
C -1.310 1.294 -3.341
C -1.180 0.250 -4.280
C -0.499 -0.882 -3.920
C -0.001 -0.979 -2.615
N -0.173 -0.046 -1.700
C -0.787 1.109 -2.058
C -0.861 2.188 -1.097
N -0.371 1.951 0.145
C -0.375 2.931 1.028
C -0.909 4.190 0.758
C -1.455 4.437 -0.472
C -1.418 3.429 -1.457
H -2.364 2.673 -4.662
H -1.592 0.367 -5.272
H -0.342 -1.699 -4.607
H 0.571 -1.841 -2.333
H 0.034 2.700 2.002
H -0.911 4.945 1.529
H -1.898 5.393 -0.693
O 1.501 -3.872 -1.222
S 0.182 -3.855 -0.675
O -0.941 -3.747 -1.558
N 0.080 -2.575 0.433
C -0.280 -3.016 1.618
S -0.592 -1.846 2.791
C -0.375 -4.475 1.755
C -0.658 -5.231 2.881
C -0.652 -6.615 2.749
C -0.366 -7.218 1.529
C -0.080 -6.460 0.394
C -0.094 -5.093 0.545
H -0.874 -4.759 3.829
H -0.869 -7.234 3.608
H -0.364 -8.296 1.458
H 0.140 -6.929 -0.553
C -7.253 4.941 0.537
C -5.960 4.736 -0.227
S -4.937 3.435 0.411
O -4.758 3.616 1.831
O -3.747 3.336 -0.412
C -5.852 1.905 0.163
C -5.453 0.832 1.174
N -4.240 0.139 0.723
C -3.005 0.360 1.216
N -2.092 -0.297 0.504
C -2.762 -1.043 -0.428
C -4.089 -0.784 -0.293
N -5.147 -1.281 -1.134
O -4.814 -2.061 -1.995
O -6.265 -0.831 -0.963
C -2.712 1.209 2.390
H -7.680 5.900 0.254
H -7.074 4.953 1.611
H -7.990 4.174 0.305
H -5.304 5.608 -0.154
H -6.109 4.524 -1.286
H -5.599 1.588 -0.846
H -6.921 2.100 0.197
H -6.257 0.113 1.298
H -5.212 1.271 2.140
H -2.284 -1.709 -1.125
H -3.235 0.837 3.271
H -3.020 2.242 2.233
H -1.644 1.178 2.588
```

As for the multiplicity: 5. The value obtained for the HOMO energy (alpha / beta) is -13.763 / -14.398 eV. The total charge is +2. The value obtained for the LUMO energy (alpha / beta) is -0.2086 / -0.2832 hartree. As for the expectation value of S²: 6.012. The gap between HOMO and LUMO (alpha / beta) comes out at 8.09 / 6.69 eV.

***

[6]
Here is a molecular structure, C35H35N6O6Si2Ta from OMol25. Energies are from wB97M-V/def2-TZVPD.

The geometry in XYZ format:
```
85
Properties=species:S:1:pos:R:3
Ta -0.246 0.258 -0.086
O 6.019 1.246 3.287
C 4.965 1.547 3.820
O 4.628 2.270 4.743
C 3.689 0.964 3.030
C 3.880 0.433 1.764
C 2.786 0.219 0.937
N 1.515 0.522 1.314
C 1.338 1.068 2.544
C 2.399 1.322 3.402
C -0.024 1.464 2.883
C -0.457 1.667 4.195
C -1.739 2.130 4.418
C -2.553 2.405 3.324
C -2.064 2.150 2.057
N -0.842 1.675 1.835
C 2.936 -0.208 -0.439
C 4.112 -0.734 -0.983
C 4.175 -0.963 -2.341
C 3.082 -0.616 -3.136
C 1.948 -0.123 -2.525
N 1.855 0.040 -1.206
H 4.894 0.244 1.447
H 2.266 1.822 4.349
H 0.197 1.436 5.018
H -2.105 2.277 5.421
H -3.548 2.792 3.462
H -2.675 2.309 1.178
H 4.951 -0.962 -0.347
H 5.063 -1.390 -2.778
H 3.111 -0.733 -4.206
H 1.073 0.162 -3.091
O -3.515 -3.713 5.060
C -2.403 -4.041 4.684
O -1.620 -4.941 4.945
C -1.811 -3.047 3.581
C -0.440 -2.847 3.484
C 0.048 -1.996 2.511
N -0.744 -1.358 1.647
C -2.064 -1.557 1.745
C -2.645 -2.379 2.698
C -2.916 -0.783 0.760
O -4.101 -0.996 0.652
O -2.251 0.116 0.116
H 0.229 -3.370 4.148
H 1.113 -1.834 2.407
H -3.718 -2.495 2.737
C -1.803 4.253 -1.249
Si -0.200 3.278 -1.643
C 0.682 3.813 -3.259
C 1.093 3.526 -0.260
N -0.573 1.557 -1.613
C -1.371 0.966 -2.565
C -2.057 1.646 -3.572
C -2.794 0.962 -4.520
C -2.887 -0.421 -4.462
C -2.211 -1.120 -3.483
C -1.424 -0.462 -2.536
N -0.622 -1.091 -1.615
Si -0.384 -2.830 -1.695
C -1.983 -3.786 -1.241
C 0.968 -3.273 -0.422
C 0.330 -3.269 -3.417
H -1.654 4.939 -0.419
H -2.606 3.568 -0.984
H -2.147 4.842 -2.094
H 0.772 4.895 -3.277
H 0.172 3.511 -4.167
H 1.689 3.407 -3.296
H 1.548 4.506 -0.351
H 1.894 2.796 -0.327
H 0.656 3.465 0.731
H -2.021 2.722 -3.597
H -3.314 1.508 -5.292
H -3.487 -0.956 -5.183
H -2.297 -2.192 -3.437
H -2.773 -3.114 -0.911
H -1.791 -4.489 -0.436
H -2.375 -4.359 -2.076
H 0.530 -3.702 0.471
H 1.572 -2.419 -0.131
H 1.632 -4.023 -0.838
H -0.052 -2.625 -4.203
H 0.080 -4.293 -3.674
H 1.413 -3.191 -3.423
```

The value obtained for the HOMO energy is -7.826 eV. The total charge is 0. The energy above the lowest of the compared OMol25 structures with the same formula, charge and spin is 0.9398 eV. The value obtained for the LUMO energy is -0.1060 hartree. The gap between HOMO and LUMO comes out at 4.94 eV.

***

Q: total charge of number 2 (C35H34I2N9OPRu)?
A: +2